w.
# C41H39Br2Cl3GeN6O5SW

A structure of composition C41H39Br2Cl3GeN6O5SW (ωB97M-V/def2-TZVPD, OMol25).

Computed properties:
Charge: +1
Highest occupied orbital energy (spin up / spin down) in eV: -11.0 / -11.1
Multiplicity: 2

Each line ends with the Löwdin charge.
Geometry (Å):
W 0.51 0.00 -1.66  1.781
Br 0.44 3.60 5.81  0.760
C -1.04 3.82 4.65  -0.687
C -0.88 4.52 3.47  -0.113
C -1.96 4.68 2.62  -0.018
C -3.19 4.14 2.97  -0.268
C -3.36 3.49 4.18  -0.026
C -2.28 3.30 5.02  -0.107
N -4.40 4.33 2.19  0.092
N -4.44 4.10 0.98  0.098
C -3.30 3.51 0.30  -0.214
C -2.70 4.19 -0.72  0.003
C -1.56 3.67 -1.39  0.051
C -1.13 2.43 -1.01  -0.296
O -0.03 1.81 -1.52  -0.378
C -1.83 1.64 -0.09  -0.163
N -1.40 0.36 0.04  0.070
C -1.95 -0.40 0.95  -0.095
C -3.01 0.06 1.76  0.004
C -3.51 1.32 1.58  0.033
C -2.90 2.17 0.62  -0.083
H 0.07 4.97 3.23  0.101
H -1.84 5.26 1.71  0.118
H -4.34 3.14 4.46  0.123
H -2.40 2.79 5.97  0.108
H -3.07 5.17 -0.99  0.129
H -1.04 4.22 -2.15  0.132
H -1.57 -1.41 1.05  0.100
H -3.44 -0.61 2.48  0.121
H -4.37 1.66 2.15  0.121
C 4.86 0.32 5.29  -0.033
C 4.02 -0.22 4.18  -0.256
C 2.74 0.30 3.92  -0.022
C 1.96 -0.20 2.90  -0.050
C 2.47 -1.22 2.10  -0.410
C 3.73 -1.75 2.33  -0.093
C 4.49 -1.25 3.37  -0.026
S 1.51 -1.98 0.85  0.940
O 0.28 -2.44 1.49  -0.431
O 1.06 -0.52 0.07  -0.643
N 0.90 -2.04 -1.97  -0.193
C 1.48 -2.46 -3.24  -0.083
C 1.00 -1.42 -4.25  -0.575
O 1.01 -1.56 -5.43  0.164
O 0.52 -0.31 -3.64  -0.382
H 4.34 1.12 5.82  0.079
H 5.80 0.71 4.91  0.087
H 5.10 -0.46 6.02  0.091
H 2.36 1.09 4.55  0.096
H 0.97 0.20 2.72  0.119
H 4.11 -2.56 1.71  0.111
H 5.47 -1.67 3.57  0.126
H 1.19 -3.45 -3.57  0.114
H 2.57 -2.42 -3.16  0.130
C -1.01 -4.72 -0.36  -0.048
C -0.29 -4.96 -1.69  -0.343
C 1.23 -4.96 -1.52  -0.062
C -0.95 -4.11 -2.78  -0.141
C -1.52 -4.82 -3.83  -0.018
C -2.38 -4.25 -4.74  -0.032
C -2.81 -2.95 -4.52  -0.014
C -2.30 -2.17 -3.49  -0.114
C -3.07 -0.88 -3.22  -0.340
C -3.79 -1.01 -1.88  -0.032
C -2.29 0.41 -3.35  -0.042
C -1.25 -2.72 -2.72  -0.122
N -0.41 -1.89 -1.87  -0.023
H -0.68 -5.44 0.38  0.091
H -2.09 -4.82 -0.49  0.091
H -0.80 -3.73 0.03  0.033
H -0.53 -5.98 -2.00  0.126
H 1.63 -4.01 -1.19  0.032
H 1.74 -5.25 -2.45  0.087
H 1.49 -5.70 -0.77  0.091
H -1.28 -5.88 -3.91  0.123
H -2.77 -4.82 -5.56  0.118
H -3.58 -2.53 -5.15  0.122
H -3.84 -0.85 -3.99  0.133
H -3.09 -1.24 -1.07  0.052
H -4.53 -1.81 -1.91  0.094
H -4.32 -0.08 -1.63  0.089
H -1.54 0.44 -2.55  -0.001
H -2.93 1.28 -3.20  0.105
H -1.75 0.50 -4.29  0.095
Br 4.13 -0.49 -0.99  0.794
C 3.81 1.05 0.12  -0.719
C 4.85 1.46 0.94  -0.088
C 4.62 2.57 1.74  -0.041
C 3.38 3.20 1.68  -0.040
C 2.44 2.70 0.80  -0.154
N 2.65 1.64 0.03  -0.061
H 5.80 0.94 0.95  0.110
H 5.40 2.94 2.39  0.120
H 3.17 4.07 2.29  0.111
H 1.47 3.18 0.69  0.112
Cl 3.65 0.55 -4.30  0.213
Ge 2.25 1.55 -3.06  -0.261
Cl 3.17 3.36 -2.34  0.219
Cl 0.90 2.54 -4.47  0.178


x.
# C41H39Br2Cl3GeN6O5SW

A structure of composition C41H39Br2Cl3GeN6O5SW (ωB97M-V/def2-TZVPD, OMol25).

Computed properties:
Charge: +1
Highest occupied orbital energy (spin up / spin down) in eV: -10.5 / -10.5
Multiplicity: 2

Each line ends with the Löwdin charge.
Geometry (Å):
W 0.08 -0.09 -0.06  1.701
Br 3.19 4.09 -5.04  0.746
C 1.67 4.91 -4.26  -0.693
C 0.49 4.99 -4.98  -0.106
C -0.61 5.59 -4.39  -0.030
C -0.54 6.05 -3.08  -0.278
C 0.66 6.01 -2.39  -0.018
C 1.78 5.44 -2.98  -0.119
N -1.71 6.66 -2.52  0.099
N -2.22 6.20 -1.48  0.100
C -1.67 5.02 -0.88  -0.213
C -1.14 5.09 0.38  0.000
C -0.57 3.97 1.00  0.042
C -0.57 2.78 0.33  -0.324
O 0.00 1.64 0.75  -0.358
C -1.18 2.67 -0.93  -0.184
N -1.17 1.42 -1.44  -0.053
C -1.86 1.21 -2.54  -0.212
C -2.52 2.24 -3.22  -0.001
C -2.47 3.52 -2.75  0.044
C -1.78 3.77 -1.55  -0.074
H 0.44 4.61 -5.99  0.108
H -1.54 5.70 -4.95  0.121
H 0.73 6.43 -1.40  0.120
H 2.72 5.41 -2.46  0.103
H -1.14 6.05 0.89  0.127
H -0.13 4.04 1.99  0.116
H -1.92 0.20 -2.90  0.066
H -3.08 1.99 -4.12  0.127
H -2.98 4.32 -3.26  0.126
C -6.43 -4.19 3.24  -0.037
C -5.61 -3.26 2.40  -0.254
C -5.46 -3.47 1.03  -0.016
C -4.72 -2.60 0.25  -0.051
C -4.08 -1.53 0.85  -0.282
C -4.23 -1.29 2.20  -0.067
C -4.99 -2.15 2.97  -0.032
S -3.18 -0.36 -0.12  0.617
O -2.76 0.70 0.77  -0.305
O -3.98 -0.06 -1.28  -0.259
N -1.77 -1.05 -0.57  -0.371
C -1.75 -2.29 -1.31  -0.170
C -0.37 -2.90 -1.10  -0.651
O -0.05 -3.97 -1.54  0.117
O 0.42 -2.13 -0.36  -0.317
H -6.87 -4.99 2.65  0.080
H -7.24 -3.65 3.74  0.090
H -5.83 -4.65 4.03  0.086
H -5.96 -4.32 0.56  0.120
H -4.69 -2.74 -0.83  0.119
H -3.76 -0.42 2.65  0.115
H -5.12 -1.95 4.03  0.124
H -1.92 -2.16 -2.38  0.135
H -2.48 -3.02 -0.95  0.118
C 3.20 2.22 1.10  -0.083
C 4.31 1.53 0.32  -0.363
C 4.89 2.46 -0.75  -0.064
C 4.08 0.09 -0.10  -0.106
C 5.03 -0.58 -0.84  -0.039
C 5.09 -1.97 -0.80  -0.016
C 4.34 -2.71 0.12  -0.010
C 3.36 -2.12 0.87  -0.082
C 2.85 -2.86 2.10  -0.339
C 2.44 -1.89 3.21  -0.050
C 1.84 -3.98 1.84  -0.030
C 3.02 -0.75 0.49  -0.198
N 1.79 -0.27 0.50  -0.095
H 3.58 3.17 1.47  0.093
H 2.88 1.63 1.96  0.049
H 2.33 2.42 0.48  0.023
H 5.12 1.37 1.04  0.160
H 4.13 2.80 -1.45  0.028
H 5.70 2.01 -1.33  0.072
H 5.30 3.34 -0.25  0.090
H 5.78 -0.03 -1.39  0.120
H 5.85 -2.48 -1.39  0.128
H 4.57 -3.76 0.28  0.135
H 3.75 -3.37 2.45  0.141
H 1.71 -1.17 2.87  0.008
H 3.30 -1.34 3.59  0.095
H 2.00 -2.44 4.05  0.091
H 0.91 -3.61 1.42  0.045
H 1.63 -4.48 2.79  0.088
H 2.24 -4.71 1.15  0.091
Br 0.34 1.20 3.63  0.925
C -0.58 -0.39 3.27  -0.695
C -1.09 -1.00 4.42  -0.106
C -1.64 -2.26 4.33  -0.028
C -1.67 -2.87 3.09  -0.031
C -1.18 -2.19 2.01  -0.134
N -0.64 -0.95 2.05  -0.013
H -1.02 -0.48 5.36  0.103
H -2.02 -2.76 5.21  0.127
H -2.08 -3.86 2.95  0.131
H -1.24 -2.64 1.03  0.091
Cl 0.18 0.14 -4.56  0.227
Ge 0.97 -0.32 -2.62  -0.127
Cl 2.55 -1.71 -2.97  0.260
Cl 1.88 1.60 -1.98  0.300


It comes down to x, which is 0.0586 hartree more stable than the next structure.


w.
# C2H4NP

A structure of composition C2H4NP (ωB97M-V/def2-TZVPD, OMol25).

Computed properties:
Highest occupied orbital energy (spin up / spin down) in eV: -6.2 / -8.8
Multiplicity: 3

Each line ends with the Löwdin charge.
Geometry (Å):
C -1.16 -2.11 1.69  -0.386
C 0.40 0.73 -0.77  -0.212
N -1.62 -2.07 0.52  -0.276
P 0.03 -1.34 0.34  0.851
H -1.56 -2.18 2.68  0.040
H 0.37 1.57 -0.08  -0.005
H -0.55 0.75 -1.40  0.007
H 1.27 0.35 -1.35  -0.019


x.
# C2H4NP

A cluster of 2 separate species, C2H4NP in total (ωB97M-V/def2-TZVPD, OMol25).

Computed properties:
Highest occupied orbital energy (spin up / spin down) in eV: -5.3 / -9.3
Multiplicity: 3

Each line ends with the Löwdin charge.
Geometry (Å):
C -0.17 -0.01 -0.48  -0.856
C 0.22 -0.87 0.65  -0.105
N -0.25 -0.03 -1.70  -0.173
P -1.15 1.34 -1.04  0.871
H 0.00 -0.24 1.65  0.124
H 1.28 -0.97 0.65  0.054
H -0.41 -1.69 0.71  0.034
H 0.47 2.47 -0.43  0.049


It comes down to w, which is 0.0564 hartree more stable than the next structure.


w.
# C3H7N3S2

A cluster of 2 separate species, C3H7N3S2 in total (ωB97M-V/def2-TZVPD, OMol25).

Computed properties:
Highest occupied orbital energy in eV: -8.4
Multiplicity: 1

Each line ends with the Löwdin charge.
Geometry (Å):
C -2.39 -1.31 0.61  -0.473
C -0.29 0.21 -0.30  -0.768
C 3.27 0.25 -0.27  -0.102
H -2.95 -0.45 1.01  0.011
H -2.80 -2.53 0.36  0.129
H -1.55 -1.53 1.32  0.034
H 1.51 -1.16 -1.12  0.274
H 4.04 1.12 -0.37  0.091
H 3.76 -0.83 -0.20  0.095
H -1.73 3.24 0.54  -0.076
N 0.98 -0.33 0.11  -0.047
N 2.01 0.61 -0.29  -0.151
N -0.31 1.55 -0.04  -0.342
S -1.61 -0.96 -0.96  0.721
S -1.95 2.12 -0.39  0.603


x.
# C3H7N3S2

The molecule C3H7N3S2 (ωB97M-V/def2-TZVPD, OMol25).

Computed properties:
Structure (SMILES): CS/C(=N\C=S)NN
Highest occupied orbital energy in eV: -8.3
Multiplicity: 1

Each line ends with the Löwdin charge.
Geometry (Å):
C -0.08 0.48 2.41  -0.399
C 0.95 -0.21 -0.07  -0.715
C -1.43 -0.11 -0.43  -0.785
H -1.15 0.16 2.11  0.044
H -0.05 1.55 2.03  0.069
H 0.22 0.52 3.48  0.048
H 2.93 -0.22 -0.28  0.105
H 1.48 -0.95 -2.45  0.116
H 1.67 0.67 -2.53  0.097
H -1.53 -1.06 0.17  0.052
N 2.10 -0.17 -0.82  -0.122
N 2.20 -0.18 -2.21  0.026
N -0.10 0.29 -0.66  -0.021
S 1.02 -0.66 1.59  0.922
S -2.87 0.59 -0.85  0.566


It comes down to x, which is 0.1956 hartree more stable than the next structure.